No. 1
Formula: C19H24N2O4S2
Source: OMol25
Level of theory: the ωB97M-V functional and the def2-TZVPD basis

Summary:
E_tot = -1945.2591 hartree
LUMO = 0.4 eV
structure (SMILES) = COc1cccc(NC(=O)[C@H]2CC[C@H](CNS(=O)(=O)c3cccs3)CC2)c1
energy above the lowest of the compared OMol25 structures with the same formula, charge and spin = 9.93 kcal per mole
orbital gap = 0.3110 hartree
HOMO energy = -8.1 eV
maximum force = 0.018 Eh/bohr

```
51
Properties=species:S:1:pos:R:3:forces:R:3:lowdin_charge:R:1
C -6.595066 0.481292 3.005495 -0.0546 -0.2293 -0.0529 -0.0827
H -7.576282 0.311249 3.446119 0.0735 -0.0331 -0.0491 0.0918
O -6.270099 1.818614 3.307485 0.1559 0.2936 0.0231 -0.0801
C -5.079548 2.309752 2.873052 0.2001 0.3150 0.0103 -0.2694
C -4.152018 1.575688 2.144781 -0.2924 -0.3242 0.0345 0.0499
C -2.959974 2.170652 1.745965 -0.2341 0.2346 0.2023 -0.2108
C -2.696897 3.496935 2.075623 0.1030 -0.0982 -0.0868 -0.0471
C -3.626264 4.220443 2.801385 -0.0565 -0.1091 -0.0069 -0.0874
C -4.811462 3.639989 3.201514 -0.2062 -0.1190 0.0639 -0.0204
H -5.544762 4.191235 3.767298 -0.0932 0.0721 0.0725 0.1132
H -3.421039 5.249176 3.056792 0.0127 0.0843 0.0221 0.1038
H -1.770001 3.958133 1.765039 0.1039 0.0392 -0.0398 0.1042
N -1.993107 1.477338 1.010857 0.2585 0.3722 -0.0004 0.1409
C -2.000311 0.190987 0.561756 0.4533 -0.2199 -0.3115 -0.4318
O -2.902942 -0.594912 0.749851 -0.2798 -0.1953 0.0762 0.0818
C -0.744360 -0.187826 -0.216888 -0.0745 0.2098 0.1109 -0.2324
C -0.575437 0.660772 -1.480720 0.0397 -0.2661 -0.1336 -0.1412
C 0.646960 0.190567 -2.263858 0.0217 0.3368 0.2024 -0.1588
C 1.906180 0.282718 -1.401823 0.0848 -0.2556 -0.1597 -0.3041
C 1.728091 -0.571810 -0.146208 -0.0318 0.3998 0.1526 -0.1858
C 0.514538 -0.099340 0.650539 0.0476 -0.2933 -0.1109 -0.1383
H 0.680999 0.929522 0.983997 -0.0044 0.0423 0.0565 0.1155
H 0.392026 -0.722161 1.538377 -0.0197 0.0651 0.0826 0.1272
H 1.580944 -1.610376 -0.438939 0.0206 0.0417 0.1421 0.0761
H 2.622049 -0.506929 0.479647 0.0273 -0.0469 -0.0195 0.1051
C 3.163624 -0.093716 -2.207947 -0.1533 0.2541 0.6353 -0.1854
N 2.935107 -1.139673 -3.186063 -0.0640 -0.9029 -0.0995 -0.1285
S 2.858879 -2.752314 -2.797989 0.4891 0.1934 -0.3979 0.5897
O 3.072684 -3.437365 -4.035257 0.2184 0.0845 -0.0914 -0.2793
O 1.676129 -3.026052 -2.044285 0.0805 0.1263 0.2431 -0.2965
C 4.256140 -3.049965 -1.745927 -0.6817 0.0221 0.0230 -0.6130
C 5.548578 -3.224156 -2.136618 -0.1505 0.0572 -0.1416 -0.1428
C 6.409988 -3.456528 -1.043713 -0.0293 0.0365 0.0664 -0.1710
C 5.746718 -3.452128 0.144341 -0.4886 0.0844 -0.0316 -0.3821
S 4.061331 -3.170250 -0.045426 0.5138 -0.1425 -0.0677 1.0631
H 6.151952 -3.602827 1.125062 0.0942 -0.0413 0.2145 0.0666
H 7.467516 -3.621496 -1.140554 0.1792 -0.0417 0.0166 0.1055
H 5.852445 -3.201768 -3.166792 0.0646 -0.0178 -0.2231 0.1181
H 3.480822 -1.051987 -4.026270 0.0971 -0.0231 -0.2080 0.1096
H 3.496664 0.784749 -2.765433 0.0118 -0.1380 -0.0392 0.1286
H 3.970477 -0.376489 -1.514755 -0.0095 0.1272 -0.0884 0.1125
H 2.042913 1.324877 -1.083983 -0.0055 -0.0213 0.0055 0.1460
H 0.510821 -0.847180 -2.567266 -0.0694 0.0362 -0.0826 0.1060
H 0.768674 0.795812 -3.164279 -0.0169 -0.0469 -0.1048 0.1219
H -0.452239 1.716737 -1.221931 -0.0425 0.0616 0.0031 0.1145
H -1.468106 0.572362 -2.102487 -0.0459 0.0867 0.0105 0.1267
H -0.875965 -1.230845 -0.519995 -0.1053 0.0743 0.0722 0.1587
H -1.177812 2.029475 0.786188 -0.1066 -0.1690 -0.0075 0.1263
H -4.328230 0.549616 1.875909 -0.0320 -0.0388 0.0022 0.0893
H -6.647402 0.315001 1.925382 0.0163 -0.0011 0.0397 0.0983
H -5.873928 -0.215597 3.442951 -0.0195 0.0232 -0.0302 0.0982
```
Forces are in eV/Å.


No. 2
Formula: C19H24N2O5S
Source: OMol25
Level of theory: the ωB97M-V functional and the def2-TZVPD basis

Summary:
E_tot = -1622.2939 hartree
LUMO = 0.6 eV
structure (SMILES) = CCOc1ccc(S(=O)(=O)N2CCC[C@@H](C(=O)NCc3ccco3)C2)cc1
energy above the lowest of the compared OMol25 structures with the same formula, charge and spin = 66.34 kcal per mole
orbital gap = 0.3203 hartree
HOMO energy = -8.1 eV
maximum force = 0.019 Eh/bohr

```
51
Properties=species:S:1:pos:R:3:forces:R:3:lowdin_charge:R:1
C -6.796734 -1.379885 0.502631 0.1988 0.3370 -0.1496 -0.0615
C -6.464460 0.095151 0.302479 -0.3072 -0.2048 0.2767 -0.2403
H -7.354708 0.634226 -0.032456 0.1425 -0.0229 0.1216 0.1242
H -6.116613 0.551396 1.236745 -0.0241 0.0271 -0.1123 0.1162
O -5.523650 0.302944 -0.736541 0.1554 0.0241 -0.2068 -0.0427
C -4.214359 0.032171 -0.537343 0.3231 0.0037 -0.1394 -0.2606
C -3.400328 0.158846 -1.670119 -0.1806 0.0060 0.1648 0.0155
C -2.044809 -0.073615 -1.588191 -0.0125 -0.0255 -0.0936 -0.0495
C -1.485701 -0.434290 -0.374736 0.5873 -0.2522 -0.0193 -0.2730
C -2.272733 -0.560397 0.751310 0.0687 -0.0561 0.0118 -0.0463
C -3.635821 -0.333897 0.678589 -0.2275 0.0699 0.0063 -0.0035
H -4.230738 -0.443088 1.571001 -0.0789 -0.0222 0.0540 0.1082
H -1.807285 -0.854887 1.678277 -0.0354 -0.0416 0.1778 0.1165
S 0.274048 -0.671715 -0.224590 -0.4148 0.5360 0.0696 0.6943
O 0.537640 -1.581740 0.847308 -0.1549 0.2411 0.2086 -0.2572
O 0.803351 -0.962185 -1.537122 -0.3771 0.0968 -0.0270 -0.2963
N 0.760198 0.839969 0.239494 -0.0679 -0.9250 -0.2665 -0.2239
C 1.003532 1.826562 -0.790763 -0.1411 0.3906 -0.5683 -0.1584
H 0.240279 2.614987 -0.721734 0.1198 -0.0527 -0.1253 0.1346
C 2.380760 2.467681 -0.627624 0.0704 0.0066 0.2245 -0.1882
C 3.569598 1.491945 -0.691948 -0.2266 0.3097 -0.3348 -0.4671
O 4.647994 1.807639 -0.225324 0.2466 0.0900 0.2013 0.0568
N 3.373782 0.334649 -1.351436 -0.0229 -0.3006 -0.1778 0.1010
H 2.447751 0.008424 -1.599827 0.0462 0.2185 0.0324 0.0848
C 4.373621 -0.719723 -1.304159 0.0619 0.0298 0.2790 -0.0756
C 3.872049 -1.869657 -0.495907 0.0901 -0.5126 -0.8292 -0.2724
C 3.537998 -3.145850 -0.837688 0.2606 0.6425 0.0528 -0.0237
C 3.075634 -3.765168 0.348954 0.0196 0.2029 0.5669 -0.0626
C 3.154829 -2.816985 1.318086 -0.1803 -0.9502 -0.0840 -0.1381
O 3.636588 -1.668440 0.820397 0.2022 0.5362 0.0402 0.0369
H 2.898235 -2.830157 2.357897 -0.0316 0.0957 0.1506 0.1234
H 2.728064 -4.771724 0.457409 -0.0999 -0.1920 0.1069 0.1003
H 3.612791 -3.587929 -1.809920 0.0250 -0.0153 -0.2527 0.1094
H 4.597147 -1.059909 -2.318517 0.0678 -0.0514 0.1592 0.1321
H 5.269423 -0.281122 -0.852235 -0.0982 -0.1195 -0.1776 0.1296
H 2.538989 3.177334 -1.447174 -0.0181 -0.1005 0.0458 0.1558
C 2.430007 3.220819 0.713798 0.0862 0.0753 0.0276 -0.1421
C 1.580725 2.512088 1.778966 -0.0282 -0.1103 -0.1382 -0.1490
C 1.484273 1.020295 1.483701 0.1598 -0.2260 0.7420 -0.1810
H 0.927861 0.490577 2.258599 0.1703 0.0834 0.0866 0.1217
H 2.488534 0.581274 1.429524 -0.0903 -0.0065 0.0837 0.1198
H 2.018939 2.656653 2.766167 -0.0634 -0.0102 0.0216 0.1163
H 0.569924 2.924922 1.794908 -0.0370 0.0077 0.0886 0.1144
H 3.474321 3.261975 1.027835 -0.1053 0.0830 -0.0468 0.1086
H 2.075846 4.244376 0.584988 0.0240 0.0093 -0.0312 0.1138
H 0.886917 1.340250 -1.760918 0.0229 0.2107 -0.0267 0.1153
H -1.410945 0.001336 -2.457017 0.0170 0.0248 -0.1685 0.1142
H -3.865727 0.439189 -2.601484 -0.0384 0.0222 -0.1157 0.1222
H -7.559473 -1.482043 1.269410 -0.0791 -0.0395 0.0954 0.0784
H -7.171721 -1.801364 -0.426438 -0.0514 -0.0558 -0.0591 0.0809
H -5.915825 -1.941902 0.802724 0.0265 -0.0873 0.0542 0.0682
```
Forces are in eV/Å.


No. 3
Formula: C19H24N2OS
Source: OMol25
Level of theory: the ωB97M-V functional and the def2-TZVPD basis

Summary:
E_tot = -1321.3601 hartree
LUMO = 0.6 eV
structure (SMILES) = CCCc1cc(C(=O)N2CCN(c3ccccc3C)CC2)cs1
energy above the lowest of the compared OMol25 structures with the same formula, charge and spin = 10.31 kcal per mole
orbital gap = 0.3261 hartree
HOMO energy = -8.2 eV
maximum force = 0.012 Eh/bohr

```
47
Properties=species:S:1:pos:R:3:forces:R:3:lowdin_charge:R:1
C -6.590856 -0.068778 1.523994 -0.0996 -0.0835 -0.2130 -0.1028
C -6.602990 -1.139618 0.441273 0.0974 -0.0277 0.2032 -0.2659
H -7.334257 -1.909549 0.695506 -0.0414 -0.0064 -0.0799 0.1051
H -6.899485 -0.696028 -0.511896 -0.0769 -0.0571 -0.0197 0.0947
C -5.228000 -1.801155 0.274795 -0.3149 0.0003 -0.1239 -0.2257
C -4.204745 -0.829219 -0.199389 0.1262 0.0380 -0.2927 -0.5348
C -3.172123 -0.280221 0.490693 -0.0722 -0.0636 -0.1153 -0.0678
C -2.403883 0.637608 -0.274124 -0.3065 0.0847 -0.2596 -0.2528
C -2.890409 0.782681 -1.537351 -0.2151 -0.1362 0.0352 -0.3658
S -4.273271 -0.200052 -1.817004 0.3250 0.0604 0.5108 1.0528
H -2.536266 1.428256 -2.316670 0.1584 0.1532 -0.1411 0.0792
C -1.289142 1.429652 0.314939 -0.0714 0.1090 -0.1023 -0.4202
O -1.467304 2.112876 1.307658 -0.1362 -0.0274 0.2488 0.0728
N -0.098211 1.384267 -0.331044 0.2148 0.1287 -0.0828 -0.0445
C 0.291841 0.416375 -1.327022 0.0763 -0.5624 -0.1161 -0.1230
H -0.575318 -0.153307 -1.658867 0.1306 0.0787 0.0197 0.1134
C 1.346929 -0.533758 -0.743620 -0.1824 0.1486 -0.3118 -0.1550
N 2.479544 0.253018 -0.309067 -0.0688 -0.0655 -0.0799 -0.1197
C 3.711963 -0.409448 -0.127667 0.2395 -0.1371 -0.0142 -0.2007
C 3.784690 -1.769834 0.161670 -0.1397 0.0667 0.0283 -0.0249
C 5.005439 -2.401698 0.309518 0.0719 -0.0752 0.0188 -0.0914
C 6.176854 -1.679959 0.174087 0.0637 -0.0664 0.0166 -0.0944
C 6.112910 -0.332478 -0.133093 -0.0235 -0.0525 0.0523 -0.0522
C 4.899038 0.317426 -0.298051 -0.0222 0.0433 0.0134 -0.2090
C 4.879927 1.764583 -0.691461 0.0290 -0.0351 0.0264 -0.0447
H 4.941622 2.411938 0.183979 -0.0309 0.1106 0.0183 0.0822
H 3.963817 1.996194 -1.228459 -0.0502 0.0877 -0.0436 0.0720
H 5.733567 1.989035 -1.327596 0.0402 0.0557 -0.0227 0.0792
H 7.027147 0.229438 -0.263864 0.0838 0.0623 -0.0354 0.1104
H 7.134167 -2.164212 0.295094 0.0817 -0.0430 0.0005 0.0990
H 5.038029 -3.456865 0.538319 0.0004 -0.0807 0.0157 0.1006
H 2.877697 -2.342623 0.283445 -0.1067 -0.0295 0.0047 0.1034
C 2.080140 1.167740 0.745837 -0.1557 0.2886 -0.0413 -0.1326
H 2.946226 1.723803 1.099928 -0.0116 0.0071 0.0110 0.1166
C 1.025851 2.128789 0.198136 0.1265 0.1944 0.4152 -0.1110
H 0.652323 2.783257 0.986953 0.0782 -0.0494 -0.1279 0.1234
H 1.457066 2.730133 -0.609165 0.0341 -0.0222 0.0539 0.1288
H 1.650519 0.616931 1.600406 0.0666 0.0415 -0.0158 0.1385
H 1.672136 -1.233170 -1.515922 -0.0302 -0.0096 0.0484 0.1317
H 0.882803 -1.099886 0.083338 0.0437 -0.0229 -0.0554 0.1295
H 0.723598 0.947591 -2.182773 -0.0212 -0.0865 0.0069 0.1330
H -2.948376 -0.511408 1.516533 -0.0102 -0.0693 0.2266 0.1283
H -4.903872 -2.213630 1.232611 0.0262 -0.0560 -0.0326 0.1182
H -5.313898 -2.621623 -0.442542 0.0534 -0.0724 0.1088 0.1097
H -5.867631 0.708247 1.287477 0.0499 0.1065 0.0326 0.0714
H -6.323623 -0.501735 2.485609 0.0323 -0.0127 0.1394 0.0755
H -7.572181 0.390417 1.614841 -0.0622 0.0843 0.0713 0.0697
```
Forces are in eV/Å.